10
Properties=species:S:1:pos:R:3:forces:R:3:nbo_charge:R:1 method="wB97M-V/def2-TZVPD" spin_multiplicity=1 homo_ev=-9.63 relative_energy_kcal_mol=104.24 charge=0 gap_ev=10.3
O 0.85818 -0.85779 -1.16856 0.055 -0.013 -0.333 -0.37
N -0.94539 -0.23854 -1.80774 0.272 -0.255 -0.030 -0.20
N -0.20969 -1.22005 -2.01935 -0.264 0.028 0.381 0.15
N 0.32942 -0.69263 2.39325 -0.066 0.374 -0.552 -0.60
C 0.12576 0.37406 -0.99329 -0.116 0.362 0.043 0.17
C -0.05878 0.82987 0.40405 -0.018 -0.128 0.106 -0.50
C 0.08528 0.01325 1.43066 -0.068 -0.321 0.315 0.48
H -0.29061 1.87219 0.60057 0.025 -0.180 -0.031 0.26
H -0.43026 -1.23839 2.79662 0.025 0.112 -0.096 0.39
H 0.53609 1.15803 -1.63621 0.154 0.024 0.198 0.21

---

9
Properties=species:S:1:pos:R:3:forces:R:3:nbo_charge:R:1 method="wB97M-V/def2-TZVPD" spin_multiplicity=1 homo_ev="-8.96 / -8.96" relative_energy_kcal_mol=153.94 charge=0 gap_ev="8.5 / 8.5"
S 0.60422 0.75718 0.60232 -3.414 -0.630 1.488 1.41
O 1.78648 -0.20012 0.53191 0.289 0.234 0.285 -0.41
O 1.67690 -1.39242 -0.17458 -0.123 -0.596 -0.311 -0.52
O -0.71874 0.11241 1.77009 4.429 2.320 0.211 -0.90
C -0.33997 0.36317 -0.87561 -0.657 -2.593 3.222 -0.83
H 0.21366 -0.50539 -1.17368 0.373 -0.833 -0.622 0.31
H -1.48883 -0.28170 1.44522 -1.633 -1.124 -1.585 0.47
H -0.38091 1.09065 -1.55915 0.176 2.980 -2.427 0.24
H -1.35282 0.05620 -0.56651 0.559 0.243 -0.261 0.24

---

13
Properties=species:S:1:pos:R:3:forces:R:3:nbo_charge:R:1 method="wB97M-V/def2-TZVPD" spin_multiplicity=1 homo_ev=-9.03 relative_energy_kcal_mol=63.39 charge=0 gap_ev=7.4
S -0.85510 3.36739 -0.91365 -0.684 -1.665 1.330 0.07
S 2.08046 -2.12349 0.51033 -1.006 1.159 1.350 -0.06
O 1.42361 -1.32463 -1.82476 -0.335 0.687 -1.356 -0.53
N -0.59394 -0.56651 1.16446 -0.494 3.763 -1.546 -0.79
C -0.15190 0.79887 -0.83312 -0.033 -2.872 -0.422 -0.26
C 0.00734 -0.39111 -0.13130 -1.397 3.388 -0.079 0.06
C -0.96935 1.85621 -0.17723 2.366 2.385 -4.218 -0.30
C 1.09737 -1.15966 -0.69452 1.308 -2.962 2.017 0.42
H -1.47689 1.74978 0.75406 -0.282 -0.103 0.392 0.20
H -1.42896 0.14568 1.18994 2.274 -2.129 0.268 0.37
H 0.36474 0.62010 -1.96259 -1.616 1.773 3.267 0.30
H -1.00450 -1.43218 1.24608 -0.839 -2.665 0.342 0.38
H 1.50712 -1.54044 1.67230 0.739 -0.759 -1.345 0.15

---

14
Properties=species:S:1:pos:R:3:forces:R:3:nbo_charge:R:1 method="wB97M-V/def2-TZVPD" spin_multiplicity=1 homo_ev=-9.36 relative_energy_kcal_mol=37.76 charge=0 smiles=C1COCCO1 gap_ev=10.5
O -0.52695 1.23100 0.49080 -0.023 0.062 0.003 -0.52
O 0.64895 -1.18536 -0.41051 -0.026 -0.128 0.023 -0.52
C -1.28785 0.35941 -0.31994 -0.126 -0.149 -0.167 -0.10
C 1.27945 -0.31949 0.52224 0.106 0.142 0.043 -0.10
C -0.75956 -1.08304 -0.29019 -0.292 -0.051 0.065 -0.10
C 0.83740 1.08146 0.14844 0.243 -0.003 -0.020 -0.10
H -2.31420 0.37988 0.06239 0.151 -0.036 -0.116 0.20
H 0.94856 1.11302 -0.94643 0.066 0.350 0.076 0.17
H -1.18745 -1.63148 -1.13474 0.033 0.002 0.159 0.20
H 2.36220 -0.45620 0.44220 -0.181 -0.025 -0.123 0.19
H -1.07122 -1.57342 0.64381 -0.003 0.084 -0.038 0.16
H 1.39904 1.90533 0.59467 -0.061 -0.224 0.154 0.20
H 0.96136 -0.57178 1.54732 0.083 0.109 -0.140 0.17
H -1.28975 0.75068 -1.35005 0.030 -0.134 0.081 0.16

---

Repeat the second record exactly.
9
Properties=species:S:1:pos:R:3:forces:R:3:nbo_charge:R:1 method="wB97M-V/def2-TZVPD" spin_multiplicity=1 homo_ev="-8.96 / -8.96" relative_energy_kcal_mol=153.94 charge=0 gap_ev="8.5 / 8.5"
S 0.60422 0.75718 0.60232 -3.414 -0.630 1.488 1.41
O 1.78648 -0.20012 0.53191 0.289 0.234 0.285 -0.41
O 1.67690 -1.39242 -0.17458 -0.123 -0.596 -0.311 -0.52
O -0.71874 0.11241 1.77009 4.429 2.320 0.211 -0.90
C -0.33997 0.36317 -0.87561 -0.657 -2.593 3.222 -0.83
H 0.21366 -0.50539 -1.17368 0.373 -0.833 -0.622 0.31
H -1.48883 -0.28170 1.44522 -1.633 -1.124 -1.585 0.47
H -0.38091 1.09065 -1.55915 0.176 2.980 -2.427 0.24
H -1.35282 0.05620 -0.56651 0.559 0.243 -0.261 0.24

---

Repeat the second record exactly.
9
Properties=species:S:1:pos:R:3:forces:R:3:nbo_charge:R:1 method="wB97M-V/def2-TZVPD" spin_multiplicity=1 homo_ev="-8.96 / -8.96" relative_energy_kcal_mol=153.94 charge=0 gap_ev="8.5 / 8.5"
S 0.60422 0.75718 0.60232 -3.414 -0.630 1.488 1.41
O 1.78648 -0.20012 0.53191 0.289 0.234 0.285 -0.41
O 1.67690 -1.39242 -0.17458 -0.123 -0.596 -0.311 -0.52
O -0.71874 0.11241 1.77009 4.429 2.320 0.211 -0.90
C -0.33997 0.36317 -0.87561 -0.657 -2.593 3.222 -0.83
H 0.21366 -0.50539 -1.17368 0.373 -0.833 -0.622 0.31
H -1.48883 -0.28170 1.44522 -1.633 -1.124 -1.585 0.47
H -0.38091 1.09065 -1.55915 0.176 2.980 -2.427 0.24
H -1.35282 0.05620 -0.56651 0.559 0.243 -0.261 0.24